# 1
C30H78BrN4O14V as an isolated structure at a distorted geometry. Source: OMol25; level of theory: ωB97M-V/def2-TZVPD.

Geometry as XYZ:
```
128
Properties=species:S:1:pos:R:3:forces:R:3
O -0.08404 -1.59668 -0.44343 0.781 0.406 -0.491
V -1.37130 -1.39655 0.45950 -1.957 2.661 2.401
O -2.15335 -2.76504 0.48719 -0.425 -0.485 0.134
Br -0.14376 -1.66278 3.02990 -0.032 -0.002 -1.067
O -4.47617 2.63787 0.96801 1.025 -0.479 -0.426
C -3.64290 2.27248 -0.05875 -0.741 0.472 1.131
C -2.28007 1.50327 0.25205 -0.623 -0.371 1.267
O -2.40321 0.38500 1.12817 1.492 -3.100 -1.767
H -3.30231 3.20112 -0.56600 0.522 0.109 -0.646
H -4.23598 1.71458 -0.81265 0.272 -0.579 -0.500
H -1.62986 2.20266 0.80072 0.025 0.336 -0.326
H -1.75890 1.11351 -0.63790 -0.135 0.785 -0.573
C 2.22018 1.73818 -1.33395 0.017 -0.664 -0.487
O 2.48968 2.21613 -0.04570 0.039 0.130 0.362
C 1.46587 1.86901 0.90083 -0.147 0.580 0.037
C 2.01248 1.94214 2.30236 1.271 0.142 0.144
N 2.65732 3.22589 2.58571 -0.909 0.493 -0.423
C 3.39674 3.35517 3.80773 0.733 0.033 -0.701
C 3.99765 4.75081 3.89767 -0.213 0.124 0.777
O 4.88611 5.01940 2.83280 0.095 -0.215 -0.035
C 5.43586 6.31699 2.93528 -0.322 -0.631 -0.872
H 2.13978 0.64640 -1.30595 -0.258 -0.030 -0.133
H 3.02985 1.97866 -2.02608 0.279 0.161 0.372
H 1.32392 2.14840 -1.81161 -0.271 0.072 0.403
H 1.09504 0.85658 0.74672 -0.067 -0.150 -0.234
H 0.63339 2.56901 0.80271 -0.114 -0.038 -0.161
H 2.78791 1.16761 2.38930 -0.188 -0.381 0.181
H 1.21464 1.74011 3.01719 -0.032 -0.044 -0.019
H 3.23229 3.50065 1.80017 0.010 -0.097 -0.021
H 4.26419 2.67419 3.85085 -0.024 -0.289 0.088
H 2.77033 3.12848 4.67190 -0.067 0.231 0.035
H 4.57035 4.82008 4.83367 -0.054 0.022 0.142
H 3.22173 5.52464 3.92874 -0.162 -0.071 -0.081
H 4.67567 7.05392 2.65783 -0.039 0.231 0.434
H 6.19744 6.37183 2.15717 0.231 0.054 0.220
H 5.85723 6.48327 3.92905 0.020 0.225 0.018
C -2.37084 3.59825 3.92970 0.081 -0.366 -0.028
O -2.72407 2.27494 4.23755 -0.155 0.119 0.929
C -1.90494 1.66076 5.21989 -0.560 0.216 -1.191
C -2.57073 0.33064 5.60872 1.313 1.123 -1.200
N -2.95221 -0.35702 4.38168 -0.627 -0.553 1.626
C -3.84124 -1.44880 4.75558 -0.410 -0.240 -0.402
C -4.59706 -2.01747 3.54925 -0.389 0.447 -0.258
O -4.88604 -0.94738 2.68165 0.415 -0.485 -0.104
C -5.45667 -1.34251 1.46406 -0.332 0.501 0.198
H -1.56304 3.60863 3.18870 -0.186 0.134 -0.264
H -1.98453 4.16259 4.79251 -0.168 -0.070 0.286
H -3.28733 4.05864 3.56447 0.264 0.130 -0.375
H -1.84549 2.34457 6.07620 0.376 -0.135 0.235
H -0.92684 1.49793 4.74982 0.280 -0.096 0.366
H -3.41173 0.63040 6.23349 -0.195 -0.649 0.073
H -1.78183 -0.25707 6.10333 -0.353 0.039 0.844
H -2.07782 -0.73286 4.01182 -0.417 0.059 -0.440
H -4.61194 -1.10445 5.45096 0.081 0.550 -0.071
H -3.36428 -2.26328 5.32639 0.250 -0.218 -0.201
H -5.57097 -2.42115 3.86961 0.071 -0.405 0.315
H -4.06240 -2.82542 3.03622 0.254 0.122 -0.110
H -5.01633 -2.24494 1.02823 0.294 -0.004 0.076
H -5.33594 -0.49528 0.78902 0.084 -0.027 -0.058
H -6.53336 -1.52346 1.60818 -0.158 -0.143 -0.087
C 1.69632 -1.82386 -3.43701 -0.137 -0.179 0.307
O 1.12270 -0.61422 -3.86499 0.551 1.258 -0.485
C 1.02319 -0.40977 -5.27016 0.095 -1.263 0.190
C 0.69409 1.02359 -5.62691 -0.178 -0.411 2.522
N 1.74760 1.88793 -5.11590 0.755 0.926 -1.245
C 1.45578 3.26496 -5.45897 -0.308 0.962 0.181
C 2.47477 4.25685 -4.89103 -0.338 -1.076 -1.032
O 2.42445 4.06013 -3.49613 0.810 0.199 -0.613
C 3.17345 4.99006 -2.77767 -0.108 1.235 1.023
H 2.66070 -2.11340 -3.87109 -0.029 0.428 -0.552
H 0.99278 -2.64370 -3.60560 0.026 -0.146 0.168
H 1.90015 -1.69792 -2.37500 -0.387 -0.166 0.080
H 0.24605 -1.09994 -5.62261 -0.129 0.084 -0.356
H 1.96925 -0.71081 -5.73247 0.100 0.081 -0.143
H -0.19088 1.29587 -5.03517 -0.512 -0.194 -0.529
H 0.47195 1.12219 -6.68755 0.369 0.189 -0.063
H 1.82824 1.86108 -4.10672 -0.207 -0.539 0.011
H 0.48823 3.60204 -5.05389 -0.201 -0.182 0.038
H 1.36235 3.38622 -6.54205 0.270 -0.085 -0.064
H 2.26372 5.27489 -5.23727 -0.484 0.210 0.522
H 3.42951 4.04516 -5.38978 0.475 -0.278 0.719
H 2.76413 5.99884 -2.92922 -0.043 0.031 -0.093
H 4.24963 5.08471 -2.96516 0.004 -0.609 -0.563
H 3.08211 4.79896 -1.70714 -0.186 -0.346 -0.103
C 2.56676 -4.61758 3.23690 -0.770 1.919 1.000
C 3.06386 -3.98774 1.92972 -0.017 -1.781 0.761
C 3.85826 -2.71610 2.19824 0.574 0.140 0.325
O 4.29073 -2.02967 1.04462 0.590 -0.681 -0.556
C 3.28845 -1.32128 0.35311 -0.174 0.867 0.863
N 3.94049 -5.04889 1.37138 0.582 0.901 -0.570
H 1.85756 -3.89831 3.66584 -0.327 -0.245 -0.088
H 3.32531 -4.65922 4.02286 0.462 -0.267 -0.392
H 2.05800 -5.57892 3.19274 0.129 -0.043 -0.496
H 2.22468 -3.85353 1.24238 -0.159 0.546 0.264
H 4.77410 -3.00478 2.72405 0.124 -0.304 -0.245
H 3.42721 -1.99311 2.89976 -0.899 -0.221 -0.200
H 3.77345 -0.67445 -0.37805 0.080 -0.366 -0.251
H 2.84557 -0.62452 1.07384 -0.451 -0.088 -0.138
H 2.49578 -1.93552 -0.07831 0.072 -0.058 -0.055
H 3.37642 -5.87812 1.23939 -0.033 -0.007 -0.166
H 4.23136 -4.71939 0.45344 0.128 -0.346 -0.052
C 0.00697 -4.86354 -1.48320 -1.264 -0.395 0.039
C 0.07299 -5.37954 -2.90719 1.347 1.296 -0.514
O 1.44895 -5.70761 -3.18547 0.148 -0.777 0.116
H -1.01559 -4.50739 -1.32518 -0.004 0.032 0.230
H 0.62744 -4.01394 -1.20465 0.265 -0.033 -0.541
H 0.17209 -5.66670 -0.76341 0.095 -0.061 -0.054
H -0.11445 -4.58061 -3.63601 -0.694 0.164 0.313
H -0.60384 -6.19880 -3.16310 0.025 -0.177 0.481
H 1.48837 -6.14259 -4.04181 0.036 0.041 -0.005
C -2.65462 0.27452 -3.82348 -0.233 -0.715 -1.129
C -1.78184 -0.63177 -2.97235 -0.912 0.534 0.275
O -2.49272 -1.13783 -1.85603 0.666 0.281 0.579
H -2.89788 1.24971 -3.40636 0.364 -0.022 0.230
H -3.60859 -0.17945 -4.11184 -0.012 -0.221 0.236
H -2.10834 0.34207 -4.77057 -0.104 0.590 -0.072
H -0.96822 0.02126 -2.66244 0.244 -0.616 0.525
H -1.39310 -1.48511 -3.53581 0.184 0.180 -0.232
H -3.33474 -1.50421 -2.15354 -0.217 0.163 0.240
C -4.32380 -4.12077 -1.90231 0.329 -0.179 0.372
C -5.46474 -3.34653 -2.53247 -0.547 -0.656 -0.231
O -5.17326 -1.97165 -2.44063 0.196 0.234 -0.044
H -4.06260 -3.79254 -0.89375 -0.294 0.404 -0.020
H -3.39358 -4.00138 -2.46154 -0.096 -0.054 -0.206
H -4.53158 -5.18574 -1.77935 -0.162 -0.027 -0.406
H -6.44060 -3.60582 -2.10445 0.173 0.231 0.644
H -5.63828 -3.63392 -3.57947 0.521 0.012 -0.170
H -5.95886 -1.42212 -2.48427 -0.021 -0.020 0.076
```
Forces are in eV/Å.

Values from the calculation:
Largest force on an atom in eV/A: 4.1
Orbital gap in eV: 3.611
HOMO energy in eV: 0.16
Total charge: -2
Total energy in eV: -162724.532

# 2
C33H44IrN2OP2SSe3Si2Te as an isolated structure at a distorted geometry. Source: OMol25; level of theory: ωB97M-V/def2-TZVPD.

Geometry as XYZ:
```
90
Properties=species:S:1:pos:R:3:forces:R:3
Ir -1.77285 -1.08882 -0.42270 -0.182 0.765 1.932
C -4.24024 1.42863 3.22720 0.085 -0.067 0.269
Si -3.39495 1.56298 1.56990 -0.454 0.155 -0.226
C -4.67833 1.23770 0.27342 -0.084 -0.118 -0.172
C -2.76400 3.31517 1.42298 0.130 0.156 0.053
N -2.13922 0.39134 1.42673 -0.299 -1.198 -1.306
P -0.59985 0.31059 1.78407 1.840 -0.662 -0.432
C -0.08412 -0.97297 0.75314 0.344 0.935 -0.160
P 1.09897 -1.20987 -0.48110 -0.212 -0.193 1.162
N 0.34994 -0.91148 -1.84417 -0.668 -0.171 -0.345
Si 0.72655 -1.47043 -3.43688 -0.048 -0.106 -0.018
C 0.60490 -0.06831 -4.67108 0.015 0.241 -0.060
C 2.46165 -2.15721 -3.59994 0.178 -0.028 0.088
C -0.43863 -2.80198 -3.98290 -0.128 -0.184 -0.053
C 1.67893 -2.93486 -0.38932 0.069 -0.061 -0.209
C 0.72085 -3.95284 -0.35613 0.099 0.111 -0.020
C 1.10239 -5.28111 -0.43078 -0.028 -0.005 0.013
C 2.44644 -5.61693 -0.53638 0.035 0.040 -0.001
C 3.40546 -4.61566 -0.56571 -0.040 -0.037 0.026
C 3.02235 -3.28225 -0.49866 0.029 0.000 0.083
C 2.59729 -0.23961 -0.21939 0.217 -0.078 -0.060
C 3.07615 0.61768 -1.20107 0.018 0.004 0.028
C 4.25349 1.32515 -0.99544 -0.030 0.010 0.015
C 4.95126 1.18002 0.19437 0.008 0.002 0.008
C 4.47297 0.32985 1.18559 -0.043 0.040 -0.051
C 3.30167 -0.37971 0.97575 -0.046 0.064 0.078
C 0.29756 1.86732 1.50716 -0.227 0.280 0.092
C 0.59280 2.76335 2.53140 -0.020 0.048 0.014
C 1.19189 3.98372 2.25041 0.038 0.020 -0.041
C 1.50079 4.32241 0.94079 -0.026 -0.014 0.043
C 1.20184 3.43908 -0.08880 -0.004 0.006 0.024
C 0.59906 2.22409 0.19191 0.001 -0.047 0.017
C -0.28675 -0.08639 3.51793 -0.082 0.203 0.146
C 0.99980 -0.02708 4.05828 0.053 -0.030 -0.082
C 1.21926 -0.34452 5.38725 -0.107 -0.054 -0.009
C 0.14963 -0.72874 6.19128 0.026 0.026 -0.039
C -1.12644 -0.80702 5.65690 -0.022 -0.031 0.018
C -1.34634 -0.48691 4.32253 0.013 -0.017 -0.002
H -5.10181 2.10124 3.26301 0.030 -0.003 -0.019
H -3.56999 1.70463 4.04668 -0.045 -0.044 0.014
H -4.60200 0.41262 3.40647 -0.005 0.023 0.006
H -5.61056 1.76164 0.49997 0.028 0.005 0.018
H -4.88787 0.16561 0.22348 -0.052 0.026 -0.034
H -4.32778 1.54534 -0.71251 -0.025 -0.048 0.005
H -3.60641 3.99749 1.27207 0.014 -0.025 0.010
H -2.06799 3.43567 0.59115 -0.017 -0.014 0.005
H -2.24659 3.62721 2.33422 0.010 0.027 -0.042
H 1.02115 0.86292 -4.27722 0.011 -0.018 -0.054
H -0.42702 0.12175 -4.97256 0.030 0.018 0.006
H 1.15997 -0.33214 -5.57489 -0.016 -0.002 -0.003
H 3.21922 -1.57341 -3.07011 -0.004 -0.005 -0.037
H 2.73255 -2.16996 -4.65954 0.003 -0.023 0.016
H 2.51439 -3.18206 -3.22667 0.010 0.014 -0.003
H -1.44924 -2.41726 -4.13302 -0.020 -0.023 0.032
H -0.49449 -3.59134 -3.22810 -0.030 -0.018 -0.043
H -0.09648 -3.25055 -4.92065 -0.021 0.001 0.018
H -0.33033 -3.71001 -0.27387 -0.007 0.015 -0.022
H 0.34295 -6.05199 -0.40305 -0.006 -0.008 -0.003
H 2.74375 -6.65618 -0.59577 0.001 0.000 0.005
H 4.45443 -4.86903 -0.64899 0.010 -0.001 -0.004
H 3.78343 -2.51323 -0.53985 -0.012 -0.006 -0.026
H 2.51637 0.73734 -2.12200 0.006 -0.018 -0.013
H 4.62313 1.99268 -1.76315 0.012 0.000 -0.007
H 5.87221 1.72678 0.35123 -0.005 0.013 0.003
H 5.01710 0.21645 2.11436 0.004 0.002 0.004
H 2.92913 -1.04966 1.74453 0.018 -0.037 -0.043
H 0.34518 2.51957 3.55724 0.007 -0.018 -0.010
H 1.41661 4.67117 3.05538 0.001 0.004 0.011
H 1.97448 5.27108 0.72295 0.003 0.003 0.001
H 1.45097 3.69319 -1.11268 0.008 -0.006 -0.003
H 0.36258 1.53781 -0.61432 0.026 -0.028 0.058
H 1.83609 0.27011 3.43440 -0.030 0.047 0.005
H 2.21874 -0.29291 5.79894 0.004 0.005 0.003
H 0.31653 -0.96563 7.23411 -0.003 -0.024 -0.003
H -1.95616 -1.12097 6.27657 -0.006 0.010 0.014
H -2.33969 -0.55161 3.89566 0.001 0.013 0.035
Se -2.44976 -2.60252 1.23278 -0.318 0.382 -0.677
Se -3.06290 -4.63215 0.43420 -0.401 -0.101 -1.344
Te -3.85607 -4.00587 -2.22958 0.429 -0.756 1.238
Se -3.64028 -1.59895 -2.04388 -0.100 0.655 -0.085
C -1.85957 3.52135 -2.32109 -0.172 0.191 0.058
S -1.42101 1.83317 -2.65285 0.304 -0.577 0.417
C -2.53123 1.54863 -4.00636 -0.210 0.000 -0.167
O -2.01579 1.05873 -1.49448 0.154 0.300 -0.112
H -1.72974 4.10877 -3.23029 0.019 0.019 0.025
H -1.19950 3.88477 -1.53608 -0.018 0.028 -0.001
H -2.89639 3.53957 -1.98257 0.015 0.061 -0.019
H -2.18311 2.10293 -4.87835 -0.022 -0.016 -0.006
H -3.53482 1.85480 -3.70975 -0.008 -0.046 -0.041
H -2.50859 0.47800 -4.20377 -0.056 -0.001 -0.006
```
Forces are in eV/Å.

Values from the calculation:
Spin multiplicity: 2
Largest force on an atom in eV/A: 2.1
Orbital gap (spin up / spin down) in eV: 5.525 / 5.110
HOMO energy (spin up / spin down) in eV: -6.75 / -6.57
Total energy in eV: -291304.470

# 3
One molecule with the formula C5H11NO at a distorted geometry. Source: OMol25; level of theory: ωB97M-V/def2-TZVPD.

Geometry as XYZ:
```
18
Properties=species:S:1:pos:R:3:forces:R:3
C 0.86081 1.32012 0.60754 0.144 -0.245 -0.103
C 0.89688 0.01804 0.34456 3.093 -0.834 0.045
C -0.15598 -1.01009 0.25702 -3.218 1.333 0.151
C -1.67813 -0.35279 0.31893 1.762 -1.311 0.068
C -2.07258 0.38633 -0.94641 -0.051 0.130 -0.096
N 2.23644 -0.71905 0.08882 -2.523 0.603 -0.182
O 3.33876 0.11741 -0.15541 -0.079 0.391 -0.004
H 1.78566 1.89106 0.62974 -0.123 -0.173 0.045
H -0.05368 1.85397 0.83564 -0.032 -0.161 -0.241
H -0.07850 -1.71512 1.09005 0.100 -0.060 -0.148
H -0.10155 -1.54907 -0.69446 0.216 -0.001 0.235
H -2.34546 -1.20868 0.46413 0.009 0.124 0.007
H -1.78405 0.28007 1.20417 0.157 -0.046 -0.070
H -3.12196 0.69816 -0.89505 0.143 -0.030 -0.006
H -1.46981 1.28389 -1.10568 -0.017 -0.114 -0.007
H -1.96646 -0.25468 -1.82720 0.020 0.058 0.080
H 2.43820 -1.31276 0.89804 0.223 0.515 -0.287
H 3.27140 0.27318 -1.11444 0.175 -0.180 0.513
```
Forces are in eV/Å.

Values from the calculation:
ΔE to the lowest compared entry with this formula, charge and spin in kcal/mol: 75.9
Largest force on an atom in eV/A: 3.5
Orbital gap in eV: 9.666
HOMO energy in eV: -8.63
SMILES string: C=C(CCC)NO
Total energy in eV: -8898.404

# 4
One molecule with the formula C5H8N2. Source: OMol25; level of theory: ωB97M-V/def2-TZVPD.

Geometry as XYZ:
```
15
Properties=species:S:1:pos:R:3:forces:R:3
C -2.44155 -0.61042 0.10856 -0.043 -0.016 0.002
C -1.05552 -0.04924 0.02256 -0.071 -0.033 0.011
C -0.65531 1.29004 -0.19070 -0.014 -0.016 -0.004
C 0.71975 1.24306 -0.20230 0.038 -0.119 0.008
N 1.06753 -0.04984 -0.01268 0.065 0.165 -0.029
C 2.39597 -0.60886 0.09108 0.100 -0.027 -0.010
N -0.00034 -0.84830 0.13299 -0.112 0.181 -0.032
H -2.92710 -0.62741 -0.87385 0.084 0.017 0.133
H -3.07107 -0.01580 0.77869 0.106 -0.079 -0.090
H -2.40041 -1.63553 0.48531 -0.004 0.148 -0.054
H -1.28416 2.15897 -0.32867 0.105 -0.146 0.042
H 1.46866 2.01430 -0.32683 -0.126 -0.128 0.003
H 3.10739 0.07215 -0.38171 -0.097 -0.096 0.079
H 2.41218 -1.56836 -0.42889 0.017 0.130 0.074
H 2.67938 -0.76272 1.13691 -0.048 0.019 -0.133
```
Forces are in eV/Å.

Values from the calculation:
ΔE to the lowest compared entry with this formula, charge and spin in kcal/mol: 10.4
Largest force on an atom in eV/A: 0.2
Orbital gap in eV: 9.983
HOMO energy in eV: -8.94
SMILES string: Cc1ccn(C)n1
Total energy in eV: -8294.546

Q: What is the largest force on an atom in the fourth record?
A: 0.2 eV/A

Q: largest force on an atom of number 2 (C33H44IrN2OP2SSe3Si2Te)?
A: 2.1 eV/A

Q: The highest largest force on an atom belongs to which entry?
A: C30H78BrN4O14V

Q: Which of these has the highest largest force on an atom?
A: C30H78BrN4O14V